A molecular structure, C41H37F5P2RuS in a non-equilibrium geometry, computed with the ωB97M-V functional and the def2-TZVPD basis.

Computed properties:
Energy relative to the best compared isomer or geometry (same formula, charge and spin) in kJ/mol: 0.0
Expectation value of S²: 6.028
Total charge: +2
DFT total energy in eV: -88677.93043
Spin multiplicity: 5
Highest occupied orbital energy (spin up / spin down) in eV: -13.09 / -13.60
LUMO energy (spin up / spin down) in eV: -6.0 / -7.4
Maximum force in eV/Å: 6.69
Gap between HOMO and LUMO (spin up / spin down) in eV: 7.08 / 6.22

Geometry (Å):
Ru  3.187  1.892  -2.995
C  4.679  2.101  -4.275
C  5.127  2.162  -2.894
C  5.523  3.483  -2.281
C  4.325  4.463  -2.229
C  2.985  3.780  -2.406
C  2.385  3.561  -3.701
C  3.059  3.974  -4.980
C  4.441  3.288  -5.182
C  -1.153  1.499  0.923
H  5.036  1.228  -4.828
H  5.684  1.293  -2.531
H  6.367  3.923  -2.829
H  5.887  3.294  -1.259
H  4.323  4.918  -1.229
H  4.468  5.289  -2.942
H  2.268  3.978  -1.603
H  1.296  3.612  -3.715
H  3.153  5.069  -5.053
H  2.408  3.665  -5.813
H  4.443  2.871  -6.200
H  5.262  4.015  -5.138
H  -0.722  0.728  0.262
H  -2.201  1.704  0.660
H  -1.098  1.153  1.963
P  2.222  0.166  -0.440
P  -0.185  2.994  0.761
C  1.985  1.300  0.889
C  1.527  2.590  0.717
C  3.410  -1.010  0.230
C  4.652  -0.486  0.661
C  5.557  -1.321  1.315
C  5.208  -2.649  1.593
C  4.007  -3.175  1.106
C  3.132  -2.375  0.371
C  3.027  -0.143  -3.466
C  1.903  -0.457  -4.232
C  1.968  -1.583  -5.062
C  3.085  -2.432  -5.001
C  4.126  -2.178  -4.096
C  4.100  -1.014  -3.311
C  -0.546  4.020  2.203
C  0.009  3.628  3.437
C  -0.327  4.320  4.599
C  -1.206  5.406  4.536
C  -1.741  5.809  3.307
C  -1.434  5.107  2.139
C  -0.694  3.773  -0.785
C  -1.320  3.023  -1.798
C  -1.739  3.657  -2.967
C  -1.488  5.016  -3.161
C  -0.787  5.742  -2.193
C  -0.384  5.124  -1.008
H  2.411  0.945  1.841
H  2.217  3.432  0.593
H  4.886  0.568  0.494
H  6.530  -0.928  1.617
H  5.882  -3.274  2.178
H  3.751  -4.218  1.290
H  2.232  -2.799  -0.077
H  1.031  0.198  -4.178
H  1.145  -1.795  -5.750
H  3.136  -3.307  -5.658
H  4.967  -2.874  -4.006
H  4.896  -0.762  -2.611
H  0.695  2.778  3.472
H  0.099  4.005  5.552
H  -1.477  5.937  5.446
H  -2.406  6.672  3.253
H  -1.880  5.393  1.183
H  -1.492  1.954  -1.663
H  -2.264  3.083  -3.732
H  -1.830  5.511  -4.071
H  -0.557  6.796  -2.354
H  0.159  5.691  -0.249
F  -3.526  -3.667  2.176
C  -2.584  -3.041  1.446
C  -2.769  -2.857  0.074
F  -3.894  -3.302  -0.524
C  -1.785  -2.207  -0.661
F  -1.960  -2.016  -1.991
C  -0.607  -1.722  -0.064
S  0.533  -0.902  -1.154
C  -0.456  -1.903  1.316
F  0.629  -1.395  1.963
C  -1.422  -2.568  2.064
F  -1.255  -2.744  3.392

Mulliken population analysis, charges in e, atoms 1 to 5:
1 Ru 0.0417
2 C -0.1202
3 C 0.0090
4 C -1.3021
5 C -1.0730

---

A molecular structure, C41H37IInN5Sb, computed with the ωB97M-V functional and the def2-TZVPD basis.

Computed properties:
Total charge: +3
DFT total energy in eV: -70358.40443
Highest occupied orbital energy in eV: -16.25
LUMO energy in eV: -7.8
Maximum force in eV/Å: 0.26
Gap between HOMO and LUMO in eV: 8.47

Geometry (Å):
In  -0.029  0.448  -0.876
C  -1.745  -0.916  -3.122
N  -1.264  -1.342  -1.788
C  -2.428  -1.621  -0.924
C  -3.090  -0.357  -0.438
C  -4.423  -0.361  -0.062
C  -4.962  0.772  0.524
C  -4.146  1.879  0.723
C  -2.837  1.816  0.294
N  -2.316  0.726  -0.292
C  -0.386  -2.529  -1.871
C  1.076  -2.224  -2.108
C  1.876  -3.158  -2.743
C  3.239  -2.925  -2.847
C  3.762  -1.759  -2.309
C  2.900  -0.870  -1.700
N  1.582  -1.092  -1.600
C  -0.702  -0.157  -3.897
C  -0.550  -0.299  -5.265
C  0.389  0.485  -5.919
C  1.153  1.380  -5.184
C  0.945  1.459  -3.821
N  0.029  0.712  -3.191
H  -2.603  -0.255  -2.969
H  -2.099  -1.780  -3.690
H  -2.083  -2.165  -0.040
H  -3.154  -2.257  -1.438
H  -5.024  -1.248  -0.216
H  -6.000  0.792  0.826
H  -4.520  2.778  1.190
H  -2.174  2.662  0.421
H  -0.744  -3.216  -2.643
H  -0.457  -3.061  -0.919
H  1.435  -4.060  -3.148
H  3.880  -3.643  -3.342
H  4.818  -1.536  -2.362
H  3.267  0.052  -1.273
H  -1.161  -1.007  -5.809
H  0.525  0.396  -6.989
H  1.900  2.002  -5.655
H  1.527  2.136  -3.208
I  2.664  2.510  0.415
C  1.122  3.488  -0.584
C  1.181  4.862  -0.749
C  0.168  5.486  -1.460
C  -0.863  4.718  -1.989
C  -0.847  3.359  -1.775
N  0.123  2.742  -1.071
H  2.006  5.425  -0.338
H  0.190  6.558  -1.606
H  -1.663  5.165  -2.561
H  -1.626  2.722  -2.176
C  -2.477  -4.019  2.875
C  -1.141  -4.277  2.598
C  -0.274  -3.231  2.303
C  -0.759  -1.926  2.282
C  -2.098  -1.663  2.571
C  -2.953  -2.714  2.870
Sb  0.463  -0.283  1.796
C  2.474  -0.837  2.028
C  3.285  -0.066  2.858
C  4.626  -0.398  3.008
C  5.150  -1.495  2.339
C  4.340  -2.263  1.512
C  3.003  -1.933  1.348
C  0.048  1.163  3.251
C  0.228  0.825  4.591
C  -0.069  1.761  5.572
C  -0.552  3.013  5.219
C  -0.743  3.341  3.883
C  -0.443  2.415  2.895
H  -3.143  -4.836  3.118
H  -0.766  -5.291  2.632
H  0.772  -3.443  2.125
H  -2.471  -0.644  2.598
H  -3.987  -2.513  3.120
H  2.875  0.774  3.408
H  5.256  0.191  3.661
H  6.191  -1.760  2.470
H  4.749  -3.126  1.003
H  2.386  -2.539  0.692
H  0.594  -0.154  4.877
H  0.074  1.508  6.614
H  -0.784  3.736  5.989
H  -1.124  4.318  3.615
H  -0.588  2.677  1.852

Mulliken population analysis, charges in e, atoms 1 to 5:
1 In 2.2282
2 C -1.0221
3 N 0.1726
4 C -0.8337
5 C 0.6491

---

A molecular structure, C41H37ILiN3O2P2, computed with the ωB97M-V functional and the def2-TZVPD basis.

Computed properties:
Energy relative to the best compared isomer or geometry (same formula, charge and spin) in kJ/mol: 0.0
DFT total energy in eV: -78568.27715
Highest occupied orbital energy in eV: -6.77
LUMO energy in eV: 0.4
Maximum force in eV/Å: 0.10
Gap between HOMO and LUMO in eV: 7.21

Geometry (Å):
Li  0.157  -0.315  1.734
O  1.788  -0.824  -1.309
C  1.412  -0.591  -2.617
C  1.914  -1.307  -3.691
C  1.472  -1.001  -4.972
C  0.539  0.002  -5.170
C  0.060  0.723  -4.082
C  0.496  0.450  -2.792
P  -0.070  1.313  -1.276
C  1.400  2.357  -0.926
C  1.411  3.017  0.304
C  2.466  3.849  0.651
C  3.533  4.018  -0.221
C  3.544  3.348  -1.438
C  2.482  2.525  -1.792
C  -1.205  2.565  -1.984
C  -0.785  3.702  -2.673
C  -1.711  4.592  -3.195
C  -3.071  4.356  -3.036
C  -3.501  3.235  -2.343
C  -2.571  2.349  -1.814
C  2.255  -2.085  -0.965
C  3.596  -2.370  -1.140
C  4.086  -3.609  -0.752
C  3.228  -4.541  -0.190
C  1.887  -4.231  -0.003
C  1.372  -2.994  -0.383
P  -0.313  -2.429  0.081
C  -1.188  -2.257  -1.510
C  -0.801  -2.893  -2.687
C  -1.517  -2.699  -3.859
C  -2.634  -1.875  -3.863
C  -3.034  -1.246  -2.693
C  -2.311  -1.432  -1.525
C  -1.045  -3.961  0.762
C  -0.973  -4.136  2.144
C  -1.486  -5.285  2.731
C  -2.085  -6.261  1.947
C  -2.171  -6.085  0.573
C  -1.654  -4.942  -0.018
H  2.624  -2.106  -3.533
H  1.859  -1.562  -5.813
H  0.182  0.232  -6.166
H  -0.667  1.508  -4.244
H  0.602  2.854  1.007
H  2.454  4.340  1.615
H  4.357  4.668  0.048
H  4.376  3.473  -2.121
H  2.497  2.014  -2.748
H  0.274  3.895  -2.796
H  -1.373  5.473  -3.725
H  -3.792  5.052  -3.444
H  -4.559  3.055  -2.202
H  -2.905  1.486  -1.252
H  4.243  -1.615  -1.570
H  5.135  -3.839  -0.887
H  3.601  -5.510  0.115
H  1.234  -4.958  0.462
H  0.075  -3.531  -2.687
H  -1.199  -3.186  -4.773
H  -3.187  -1.719  -4.780
H  -3.902  -0.598  -2.695
H  -2.607  -0.926  -0.613
H  -0.505  -3.375  2.756
H  -1.425  -5.412  3.804
H  -2.490  -7.153  2.407
H  -2.645  -6.840  -0.042
H  -1.734  -4.812  -1.090
C  5.334  0.424  3.277
N  4.122  -0.268  2.912
C  3.307  -1.069  3.807
C  2.050  -1.239  2.966
O  1.024  -1.800  3.309
N  2.211  -0.614  1.762
C  3.401  -0.025  1.805
N  3.870  0.717  0.797
H  5.640  0.091  4.265
H  5.177  1.506  3.323
H  6.143  0.201  2.578
H  3.054  -0.534  4.724
H  3.771  -2.029  4.040
H  3.198  0.969  0.084
H  4.617  1.368  0.961
I  1.211  2.094  3.984
C  -0.535  1.307  2.839
H  -0.974  2.260  2.524
H  -1.159  0.990  3.683

Mulliken population analysis, charges in e, atoms 1 to 5:
1 Li 1.0958
2 O 0.9064
3 C 0.7776
4 C -0.9685
5 C -0.8554

---

A molecular structure, C41H37N2NdP2Si in a non-equilibrium geometry, computed with the ωB97M-V functional and the def2-TZVPD basis.

Computed properties:
Expectation value of S²: 3.758
Total charge: +2
DFT total energy in eV: -87817.24066
Spin multiplicity: 4
Highest occupied orbital energy (spin up / spin down) in eV: -13.22 / -13.12
LUMO energy (spin up / spin down) in eV: -6.0 / -5.8
Maximum force in eV/Å: 1.81
Gap between HOMO and LUMO (spin up / spin down) in eV: 7.22 / 7.32

Geometry (Å):
Nd  -1.388  -1.025  -0.750
C  -2.165  -1.598  3.403
Si  -0.979  -0.980  2.006
C  -0.632  0.898  2.467
C  -0.263  1.176  3.782
C  0.017  2.457  4.221
C  -0.067  3.520  3.339
C  -0.439  3.284  2.030
C  -0.721  1.989  1.584
P  -1.215  1.805  -0.175
C  -2.007  3.392  -0.575
C  -3.040  3.826  0.259
C  -3.766  4.952  -0.070
C  -3.486  5.639  -1.243
C  -2.465  5.205  -2.074
C  -1.726  4.080  -1.751
C  0.390  1.918  -1.064
C  0.514  1.269  -2.298
C  1.676  1.398  -3.040
C  2.719  2.176  -2.559
C  2.611  2.799  -1.328
C  1.455  2.668  -0.580
C  0.774  -1.778  2.270
C  1.095  -2.258  3.536
C  2.338  -2.784  3.842
C  3.320  -2.819  2.868
C  3.033  -2.355  1.599
C  1.767  -1.865  1.277
P  1.479  -1.374  -0.473
C  3.133  -0.831  -0.991
C  3.669  -1.244  -2.206
C  4.920  -0.797  -2.588
C  5.627  0.072  -1.773
C  5.072  0.519  -0.583
C  3.823  0.080  -0.193
C  1.338  -3.026  -1.296
C  2.182  -4.089  -0.992
C  1.995  -5.321  -1.594
C  0.965  -5.508  -2.501
C  0.141  -4.447  -2.849
C  0.329  -3.210  -2.251
H  -1.894  -1.215  4.382
H  -3.191  -1.290  3.216
H  -2.158  -2.683  3.458
H  -0.186  0.360  4.485
H  0.301  2.624  5.246
H  0.150  4.525  3.667
H  -0.524  4.120  1.347
H  -3.243  3.296  1.182
H  -4.545  5.294  0.592
H  -4.048  6.521  -1.506
H  -2.239  5.745  -2.980
H  -0.924  3.754  -2.400
H  -0.350  0.716  -2.721
H  1.771  0.901  -3.994
H  3.619  2.286  -3.141
H  3.424  3.395  -0.945
H  1.374  3.150  0.381
H  0.347  -2.223  4.311
H  2.545  -3.145  4.836
H  4.304  -3.199  3.092
H  3.821  -2.344  0.860
H  3.120  -1.931  -2.836
H  5.348  -1.141  -3.517
H  6.613  0.397  -2.062
H  5.622  1.200  0.047
H  3.384  0.413  0.739
H  2.980  -3.955  -0.279
H  2.656  -6.137  -1.351
H  0.805  -6.478  -2.946
H  -0.631  -4.588  -3.594
H  -0.263  -2.338  -2.626
C  -4.570  0.567  0.199
C  -4.762  -0.788  -0.380
N  -3.850  -1.474  -1.069
C  -4.455  -2.663  -1.420
C  -5.723  -2.685  -0.930
N  -5.896  -1.500  -0.278
H  -3.759  0.557  0.942
H  -5.482  0.900  0.694
H  -4.323  1.295  -0.580
H  -3.960  -3.413  -2.012
H  -6.489  -3.428  -0.988
H  -6.741  -1.210  0.191

Mulliken population analysis, charges in e, atoms 1 to 5:
1 Nd 1.4696
2 C -1.2949
3 Si 0.6499
4 C 0.2553
5 C -0.4963